{
  "formula": "C40H68F5NO20P2S3",
  "method": "ωB97M-V/def2-TZVPD",
  "species": ["C", "C", "C", "C", "N", "C", "C", "C", "C", "P", "P", "C", "C", "S", "O", "O", "C", "F", "F", "C", "F", "F", "F", "C", "S", "S", "C", "C", "C", "H", "H", "H", "H", "H", "H", "H", "H", "H", "H", "H", "H", "H", "H", "H", "H", "H", "H", "H", "H", "H", "H", "H", "H", "H", "H", "H", "H", "H", "H", "H", "H", "C", "C", "C", "O", "C", "O", "O", "H", "H", "H", "H", "H", "H", "C", "C", "C", "O", "C", "O", "O", "H", "H", "H", "H", "H", "H", "C", "C", "C", "O", "C", "O", "O", "H", "H", "H", "H", "H", "H", "C", "C", "C", "O", "C", "O", "O", "H", "H", "H", "H", "H", "H", "C", "C", "C", "O", "C", "O", "O", "H", "H", "H", "H", "H", "H", "C", "C", "C", "O", "C", "O", "O", "H", "H", "H", "H", "H", "H"],
  "coordinates": [[-5.66160, 0.21118, 1.60068], [-6.04607, 1.16392, 0.32190], [-6.46484, 0.35658, -1.04378], [-6.06864, 1.31246, -2.31531], [-5.17854, 0.66679, -3.35370], [-4.83860, 1.66479, -4.44063], [-3.87094, 2.90136, -3.96929], [-4.38102, 4.38392, -4.53770], [-3.24702, 5.56113, -4.41241], [-1.76040, 5.14129, -3.28963], [-2.80785, 5.77224, -1.47675], [-2.32570, 4.44678, -0.14629], [-1.93134, 7.38231, -0.81776], [-0.50042, 4.61311, -4.98188], [-1.23348, 3.78672, -6.06523], [-0.12183, 5.98280, -5.64867], [1.10957, 3.78910, -4.49503], [1.69864, 4.29406, -3.23195], [2.14429, 4.03285, -5.56696], [1.00294, 2.12856, -4.38296], [1.06083, 1.60886, -5.76902], [2.17910, 1.62450, -3.60608], [-0.23602, 1.79539, -3.63991], [-3.95579, 0.00604, -2.75735], [-2.99949, 0.59468, -1.48112], [-3.40675, -1.64667, -3.53506], [-1.55985, -1.64406, -3.86590], [-0.76812, -2.44610, -2.64454], [0.67468, -1.69933, -2.39913], [-5.20581, 0.93961, 2.42901], [-6.65320, -0.20987, 2.05767], [-4.84249, -0.59120, 1.36696], [-6.96773, 1.86945, 0.60094], [-5.12700, 1.91068, 0.17749], [-7.65593, 0.27781, -1.02691], [-6.07614, -0.74661, -1.10802], [-5.66793, 2.33607, -1.89092], [-7.08675, 1.58314, -2.87690], [-5.86889, 2.12342, -4.83129], [-4.32245, 1.16868, -5.39612], [-2.77815, 2.63041, -4.30786], [-3.80983, 3.04263, -2.78551], [-4.87586, 4.29637, -5.61295], [-5.27512, 4.68983, -3.80814], [-3.67211, 6.60395, -4.03617], [-2.85369, 5.76224, -5.52138], [-0.71592, 6.11340, -2.93844], [-1.58059, 3.82170, -2.66897], [-2.56116, 3.38133, -0.57384], [-1.15456, 4.51777, 0.00698], [-2.80467, 4.65569, 0.90877], [-2.67903, 8.30334, -0.76004], [-1.45370, 7.22053, 0.24802], [-1.05114, 7.73448, -1.52040], [-1.34126, -2.26478, -4.84345], [-1.15039, -0.56044, -4.05224], [-1.49171, -2.43827, -1.72331], [-0.61588, -3.59523, -2.92916], [0.54125, -0.67968, -1.81116], [1.11490, -1.47050, -3.48446], [1.36946, -2.47279, -1.84218], [3.35117, -0.59979, 2.54860], [3.10606, -2.06349, 2.23930], [4.35041, -2.80994, 1.86591], [3.86219, -3.82569, 1.00962], [2.71383, -3.34144, 0.44948], [2.13391, -3.85881, -0.49100], [2.30122, -2.20032, 1.07883], [2.43085, -0.13277, 2.91676], [4.12963, -0.47510, 3.30771], [3.64038, -0.04780, 1.64654], [2.58540, -2.54560, 3.07658], [4.84663, -3.24755, 2.73874], [5.07556, -2.20359, 1.31181], [8.31658, -5.17740, 0.00925], [8.88311, -4.67037, 1.32078], [8.79698, -5.67046, 2.43317], [8.70287, -4.85232, 3.58431], [8.14132, -3.67482, 3.17795], [7.72204, -2.81376, 3.93376], [8.10840, -3.58888, 1.81413], [8.50248, -4.44957, -0.78846], [8.76832, -6.13110, -0.28087], [7.22888, -5.30122, 0.06962], [9.91251, -4.31764, 1.17765], [9.68639, -6.30751, 2.48507], [7.90655, -6.30691, 2.38231], [-1.72809, -1.12309, 5.44682], [-2.33512, -0.36963, 4.27977], [-2.34127, -1.15369, 3.00297], [-2.26900, -0.14372, 2.01399], [-1.64258, 0.92288, 2.59447], [-1.22544, 1.89342, 1.98415], [-1.54211, 0.75914, 3.94783], [-1.84716, -0.54656, 6.37098], [-2.20324, -2.09929, 5.58479], [-0.65023, -1.26714, 5.30713], [-3.34181, -0.01736, 4.53873], [-3.25676, -1.74326, 2.88522], [-1.47544, -1.81576, 2.89110], [5.69022, -4.40616, -4.13283], [5.96173, -3.14082, -3.34330], [5.76197, -1.88741, -4.13957], [6.66345, -0.98176, -3.53091], [7.66253, -1.73743, -2.98521], [8.71395, -1.28742, -2.56038], [7.33109, -3.06356, -2.97989], [5.74729, -5.28072, -3.47517], [4.69843, -4.38548, -4.59513], [6.44519, -4.55488, -4.91383], [5.36194, -3.13174, -2.42420], [4.73480, -1.51368, -4.07000], [6.03115, -1.99210, -5.19650], [-0.05977, 4.06459, 4.18918], [-0.31173, 5.21132, 3.23018], [0.34478, 6.49194, 3.64732], [-0.51094, 7.47674, 3.09847], [-1.74932, 6.90661, 3.00703], [-2.77609, 7.52201, 2.77146], [-1.68772, 5.55724, 3.21651], [-0.47093, 3.13443, 3.78129], [1.01002, 3.91991, 4.36923], [-0.56372, 4.23284, 5.14824], [-0.02006, 4.92451, 2.21174], [1.35619, 6.58936, 3.23850], [0.38579, 6.62984, 4.73352], [-4.01159, -6.55425, 6.04626], [-3.68863, -5.71092, 4.82861], [-2.76377, -6.38780, 3.86347], [-2.08979, -5.29986, 3.25893], [-2.10382, -4.28113, 4.16942], [-1.44043, -3.26170, 4.07386], [-2.95621, -4.55463, 5.20243], [-4.77057, -6.05598, 6.65970], [-4.39021, -7.54094, 5.76189], [-3.12963, -6.68075, 6.68517], [-4.61426, -5.38630, 4.33629], [-3.30651, -6.97051, 3.11150], [-2.02247, -7.03396, 4.34666]],
  "forces_ev_per_angstrom": [[-0.303, 1.363, 0.517], [0.242, 0.296, 0.558], [-0.804, 0.814, 0.251], [-1.507, 0.409, 0.282], [1.720, -0.132, 1.287], [-0.031, 1.003, -1.330], [0.403, 0.598, 0.348], [-1.039, -0.645, 1.309], [-0.208, 0.721, -2.837], [-1.027, 0.753, 3.687], [-1.227, 0.669, 2.881], [1.511, -0.051, 0.122], [0.813, 1.063, 0.125], [-0.493, 2.875, -8.759], [2.342, 0.946, 3.698], [-0.482, -4.040, 3.086], [4.713, -1.087, 0.030], [-2.083, -1.339, -3.636], [-3.306, -0.643, 3.418], [1.001, -0.338, 0.067], [-0.564, 1.183, 5.251], [-4.253, 1.338, -2.781], [4.081, 0.622, -2.693], [1.196, 0.780, 0.106], [-1.773, -0.827, -1.956], [-0.618, 1.695, -0.599], [1.481, -0.532, 0.349], [-0.209, 0.475, -0.269], [-0.336, -0.716, -0.452], [-0.935, -1.625, -1.698], [2.028, 0.348, -0.883], [-1.795, 1.454, 0.248], [2.004, -1.589, -0.427], [-1.939, -1.813, -0.091], [2.608, 0.044, -0.091], [-0.380, 2.262, 0.084], [-0.484, -1.997, -0.855], [2.305, -0.610, 0.985], [2.123, -1.112, 0.983], [-1.179, 0.744, 2.336], [-2.146, 0.726, 0.434], [-0.342, -0.626, -2.520], [1.538, 0.357, 2.131], [1.911, -0.652, -1.569], [0.917, -2.432, -0.501], [-0.614, -0.442, 2.462], [-0.319, -0.685, -1.030], [0.082, 0.736, -0.972], [0.254, 1.954, 1.047], [-2.178, -0.362, -0.206], [0.695, -0.481, -2.332], [1.499, -2.180, -0.064], [-1.098, 0.240, -2.132], [-1.586, -0.760, 1.210], [-0.954, 1.365, 1.742], [-0.920, -2.067, 0.643], [1.694, 0.145, -1.560], [-0.248, 2.598, 0.451], [0.284, -2.227, -1.216], [-0.778, -0.409, 2.372], [-1.355, 2.014, -1.109], [-0.426, 0.323, -0.039], [0.310, 1.113, 0.896], [0.871, -0.051, 0.679], [-0.964, -0.013, -0.755], [-1.120, -0.809, -1.536], [1.344, 0.868, 2.039], [0.130, -1.177, -0.864], [0.170, -0.077, 0.007], [-0.099, -0.124, -0.097], [0.088, -0.248, 0.119], [0.077, -0.042, -0.123], [-0.063, -0.010, -0.277], [-0.117, 0.081, 0.111], [-0.126, 0.437, -0.380], [0.100, -0.646, -1.326], [0.460, -0.859, 0.026], [-0.435, 0.994, 0.053], [-0.762, 1.734, 1.427], [0.828, -1.894, -1.659], [-0.129, 0.178, 1.302], [0.025, -0.170, 0.096], [0.006, 0.132, 0.110], [0.187, -0.092, 0.180], [-0.110, -0.049, 0.111], [-0.185, 0.175, 0.153], [0.026, 0.099, -0.155], [-0.047, 0.658, 0.954], [-0.093, -1.037, 1.231], [-0.097, -0.700, -0.419], [0.494, 1.533, 0.111], [0.469, 1.358, -1.215], [-0.800, -1.874, 1.166], [0.096, 0.542, -1.294], [-0.047, 0.057, -0.139], [0.102, 0.652, 0.095], [-0.312, -0.100, -0.151], [0.074, 0.003, -0.121], [0.151, 0.182, -0.145], [-0.362, 0.618, -0.114], [0.240, -0.442, 0.190], [-0.836, -1.067, -0.453], [-0.879, 0.330, -0.393], [0.919, -0.323, 0.512], [2.204, 1.060, 0.878], [-2.384, -1.069, -0.921], [0.531, 1.037, 0.142], [-0.114, 0.144, -0.110], [0.114, 0.066, 0.133], [-0.156, 0.234, 0.075], [0.041, 0.089, -0.102], [0.278, 0.069, 0.026], [-0.006, -0.161, 0.092], [-0.407, -0.480, -0.014], [0.755, -1.243, 0.514], [0.955, 0.132, 0.080], [-1.018, -0.052, -0.217], [-2.143, 1.103, -0.402], [2.280, -1.345, 0.464], [-0.351, 1.275, -0.255], [0.203, 0.265, 0.034], [-0.093, 0.103, -0.086], [0.178, 0.213, -0.132], [-0.033, 0.081, 0.089], [-0.258, 0.132, 0.032], [-0.054, -0.165, -0.055], [-0.158, 0.295, 0.447], [-0.851, -1.008, 0.721], [-0.218, -0.879, -0.491], [0.213, 1.145, 0.561], [1.232, 1.373, -0.305], [-1.059, -3.776, 0.181], [0.913, 0.676, -0.866], [0.075, -0.149, -0.141], [0.044, 0.174, -0.051], [-0.049, -0.035, -0.286], [0.162, -0.022, -0.031], [0.218, 0.216, 0.048], [-0.135, 0.071, 0.102]],
  "smiles": "CCCCN(CCCC[PH2](P(C)C)S(=O)(=O)C(F)(F)C(F)(F)F)C(=S)SCCC.C[C@@H]1COC(=O)O1.C[C@@H]1COC(=O)O1.C[C@@H]1COC(=O)O1.C[C@@H]1COC(=O)O1.C[C@@H]1COC(=O)O1.C[C@@H]1COC(=O)O1",
  "e_tot_ha": -5500.709524,
  "homo_lumo_gap_ha": 0.2719,
  "lumo_ev": -0.43,
  "spin_multiplicity": 1,
  "homo_ev": -7.829
}